Formula: C4H12
Source: the Open Molecules 2025 dataset
Level of theory: wB97M-V/def2-TZVPD

Each line ends with the Mulliken charge.
Cartesian coordinates (Å):
C -0.92887 -1.12984 -2.81692  -0.8185
C -1.15650 -0.35780 -1.55438  -0.7508
H -1.89597 -1.29829 -3.24956  0.2769
H -0.21154 -0.51957 -3.31234  0.2803
H -0.51823 -2.14217 -2.51391  0.2300
H -0.22419 -0.37949 -0.97754  0.1636
H -1.75925 -0.78859 -0.67069  0.3158
H -1.46991 0.68713 -1.71834  0.3016
C 1.32009 0.21855 2.46537  -0.9644
C 0.64942 1.21779 1.63875  -0.8317
H 1.35476 0.56581 3.47806  0.3228
H 0.85605 -0.72563 2.70239  0.3364
H 2.37924 -0.04546 2.33271  0.2914
H 1.02603 2.23297 1.93605  0.2905
H -0.40189 1.29765 1.61714  0.3132
H 0.98075 1.16694 0.64321  0.2427

The value obtained for the total energy is -4341.495 eV. For the energy relative to the best compared isomer or geometry (same formula, charge and spin), the calculation gives 23.8 kcal/mol. The SMILES is CC.CC.

=====

Formula: C2H9N2S
Source: the Open Molecules 2025 dataset
Level of theory: wB97M-V/def2-TZVPD

Each line ends with the Mulliken charge.
Cartesian coordinates (Å):
C -0.48842 0.81957 -1.76742  -0.8418
N -1.10911 -1.39741 1.18834  -0.4542
C -0.68120 -0.92781 -0.05471  -0.2098
N -0.74084 0.40959 -0.40869  -0.2501
H -1.41851 1.06082 -2.29749  0.2481
H 0.03395 0.02397 -2.29569  0.2810
H 0.13641 1.71127 -1.76594  0.2961
H -1.47124 -0.74755 1.86021  0.2037
H -0.69416 -2.23618 1.54789  0.1866
H -0.42511 -1.63848 -0.82079  0.3418
H -0.64298 1.11253 0.30091  0.2446
S 1.89717 0.73002 1.67604  -0.3349
H 2.82362 -0.17351 2.02342  0.1461
H 2.78043 1.25317 0.81394  0.1428

The value obtained for the total energy is -16033.122 eV. As for the spin multiplicity: 2. For the energy relative to the best compared isomer or geometry (same formula, charge and spin), the calculation gives 15.7 kcal/mol.

=====

Formula: C8H10N3OS
Source: the Open Molecules 2025 dataset
Level of theory: wB97M-V/def2-TZVPD

Each line ends with the Mulliken charge.
Cartesian coordinates (Å):
C -1.46262 -2.99162 -0.03021  -0.3079
C 0.10949 -0.64678 0.14772  0.7174
C 0.44931 -1.93525 0.15195  0.5933
C -1.38339 -0.69246 0.05292  0.2974
C 0.99785 0.50845 0.15309  0.4337
C 0.48742 1.90515 0.12285  -1.5561
C 4.25952 -0.75412 -0.10602  -0.5317
C -3.99497 0.13503 0.07094  -0.9496
N -0.12712 -3.02576 0.08494  -0.3092
N -2.03780 -1.82848 -0.03910  -0.3071
N 2.26793 0.37207 0.14209  -0.4748
O 2.86155 -0.83367 0.16291  -0.1669
S -2.29494 0.75773 0.06345  0.0756
H -2.02428 -3.90517 -0.12573  0.4272
H -0.07146 2.08791 -0.79265  0.4101
H 1.33566 2.58021 0.15909  0.3419
H -0.15858 2.10396 0.97238  0.4312
H 4.57838 -1.77540 -0.30095  0.2693
H 4.45072 -0.11883 -0.96940  0.2881
H 4.78776 -0.35615 0.76110  0.2672
H -4.22851 -0.25324 1.05816  0.3292
H -4.11898 -0.63243 -0.68608  0.3092
H -4.62115 0.99565 -0.14896  0.4123

As for the net charge: +1. The value obtained for the total energy is -25799.759 eV. For the energy relative to the best compared isomer or geometry (same formula, charge and spin), the calculation gives 99.8 kcal/mol.

=====

Formula: C5H14N2O2
Source: the Open Molecules 2025 dataset
Level of theory: wB97M-V/def2-TZVPD

Each line ends with the Mulliken charge.
Cartesian coordinates (Å):
C 0.78727 0.91260 -1.90060  0.7935
C -0.84570 -0.94624 1.79034  0.8291
C -0.01268 1.46728 -2.82357  -1.1115
C 1.32563 -0.48606 -2.04385  -1.0038
C -1.59966 -0.07333 0.82685  -0.8601
N 1.21439 1.56633 -0.75397  -0.5055
N -1.29023 -0.96124 3.06862  -0.4435
O 0.89658 -0.26541 1.51355  -0.8012
O -0.38918 -2.13564 1.36410  -0.5788
H 1.45147 -0.31931 2.30123  0.1842
H 0.46184 -1.74633 0.92353  0.4511
H 0.77554 2.45900 -0.58351  0.2199
H 1.29145 0.99077 0.08516  0.3026
H -1.63404 -0.10735 3.47738  0.2240
H -0.88462 -1.65219 3.68224  0.2510
H -0.34578 2.49394 -2.74223  0.2436
H -0.23474 0.95441 -3.74644  0.2731
H -1.05435 0.02131 -0.10649  0.0872
H 0.82526 -1.16627 -1.35026  0.0718
H 1.18721 -0.87172 -3.05292  0.3937
H 2.39143 -0.52308 -1.80872  0.3120
H -1.74507 0.92393 1.23828  0.3328
H -2.57201 -0.53541 0.64129  0.3349

The value obtained for the total energy is -12486.102 eV. For the energy relative to the best compared isomer or geometry (same formula, charge and spin), the calculation gives 51.3 kcal/mol.

=====

Formula: C3H7N3O
Source: the Open Molecules 2025 dataset
Level of theory: wB97M-V/def2-TZVPD

Each line ends with the Mulliken charge.
Cartesian coordinates (Å):
C 2.56587 0.10111 0.17042  -0.8027
N 1.19277 0.19612 0.61625  -0.2122
C 0.15798 0.20279 -0.27367  0.6319
O 0.29773 0.28696 -1.48221  -0.6329
N -1.09771 0.09154 0.32304  -0.2689
C -2.24012 -0.10614 -0.43498  0.0083
N -3.30735 -0.51032 0.12140  -0.6504
H 2.54770 -0.08309 -0.90469  0.3047
H 3.06984 -0.73414 0.66829  0.2934
H 3.12674 1.02278 0.35950  0.2606
H 1.00066 0.18898 1.60493  0.1952
H -1.18556 -0.17517 1.29460  0.2806
H -2.08211 0.11939 -1.49141  0.3347
H -4.04645 -0.60082 -0.57146  0.2576

The value obtained for the total energy is -9742.911 eV. For the energy relative to the best compared isomer or geometry (same formula, charge and spin), the calculation gives 2.8 kcal/mol. The SMILES is [H]/N=C/NC(=O)NC.

=====

Formula: C8H12ClNO2S
Source: the Open Molecules 2025 dataset
Level of theory: wB97M-V/def2-TZVPD

Each line ends with the Mulliken charge.
Cartesian coordinates (Å):
C 0.72246 2.13783 1.09582  -0.8786
C -0.59804 2.27483 0.97357  -0.3192
C 1.40431 0.92408 0.52794  -0.2508
C -1.35673 1.26080 0.26334  -0.1931
C 0.73413 0.53344 -0.80451  0.1107
C -0.73170 0.40044 -0.53875  -0.4260
C -1.18794 -2.38954 -0.36214  -0.9172
C 1.37897 -0.23402 1.53849  -0.7583
N 1.30113 -0.69107 -1.34553  -0.5861
O -1.22600 -1.08206 -2.66604  -0.7276
O -3.07068 -0.66961 -1.08881  -0.6959
S -1.67296 -0.91913 -1.30146  1.3547
Cl -0.12237 -0.41130 2.47396  -0.1892
H 1.31504 2.82127 1.68412  0.4117
H -1.12824 3.09607 1.42821  0.4150
H 2.46015 1.13403 0.33076  0.5936
H -2.42148 1.17206 0.41814  0.4911
H 0.85061 1.39332 -1.49517  0.2199
H -0.12136 -2.52188 -0.49262  0.2886
H -1.44085 -2.21716 0.67617  0.3020
H -1.73681 -3.23805 -0.75409  0.4225
H 2.17061 -0.10072 2.27673  0.5126
H 1.53416 -1.16913 0.99934  0.3447
H 0.71768 -0.99567 -2.12123  0.1952
H 2.22593 -0.50883 -1.71625  0.2799

The value obtained for the total energy is -37432.194 eV. For the energy relative to the best compared isomer or geometry (same formula, charge and spin), the calculation gives 0.0 kcal/mol. The SMILES is CS(=O)(=O)C1=CC=C[C@@H](CCl)[C@H]1N.

=====

> Look up the total energy of the first one.

-4341.495 eV